A molecular structure, C18H39AlClI2NO2P2 in a non-equilibrium geometry, computed with ωB97M-V with the def2-TZVPD basis set.

- Maximum force: 2.57 eV Å⁻¹
- Charge: +2
- Electronic energy: -78761.93394 eV

Element x y z (Å)
C1 -3.1457 2.4874 2.2616
C2 -4.0279 2.1265 1.0693
C3 -3.4399 2.5684 -0.2937
C4 -3.1427 1.4071 -1.2537
C5 -2.3432 0.2529 -0.6181
C6 -3.1502 -1.0398 -0.4503
C7 -2.6148 -2.0504 0.5677
C8 -2.4213 -1.5394 2.0032
C9 -1.2850 -2.2125 2.7993
C10 0.0960 -2.2651 2.1249
C11 0.5238 -0.9012 1.5828
C12 2.0275 -0.6616 1.5600
P1 2.7829 -0.2151 -0.2230
C13 3.4377 0.1005 -2.0939
C14 2.3320 0.1198 -3.1384
C15 2.6247 -0.7402 -4.3780
Cl1 2.1900 1.8413 -3.7043
C16 3.5635 1.4494 0.3317
I1 5.6912 1.3976 0.3873
C17 2.9713 2.5528 0.6853
C18 3.6801 3.8196 1.0877
I2 0.8554 2.6564 0.7489
P2 2.0903 -2.2763 -0.9407
N1 0.6140 -2.2308 -1.4831
O1 3.0803 -2.7422 -2.1121
O2 2.3223 -3.3508 0.2240
H1 -2.2555 1.8622 2.2755
H2 -2.8850 3.5388 2.2800
H3 -3.6744 2.2798 3.1877
H4 -4.2144 1.0511 1.0994
H5 -4.9774 2.6538 1.2141
H6 -4.2019 3.2006 -0.8028
H7 -2.5760 3.2149 -0.2017
H8 -2.5830 1.8130 -2.0931
H9 -4.0735 0.9512 -1.6886
H10 -1.8964 0.6087 0.3060
H11 -1.5002 0.0247 -1.2679
H12 -4.1971 -0.7766 -0.2615
H13 -3.1415 -1.5403 -1.4170
H14 -1.7187 -2.5127 0.1668
H15 -3.3597 -2.8401 0.6211
H16 -3.3360 -1.7808 2.5406
H17 -2.3299 -0.4575 2.0744
H18 -1.5753 -3.2312 3.0405
H19 -1.1842 -1.6716 3.7390
H20 0.8329 -2.6430 2.8291
H21 0.0359 -3.0086 1.3351
H22 0.0518 -0.7028 0.6195
H23 0.1053 -0.1492 2.2535
H24 2.5961 -1.4688 2.0047
H25 2.2378 0.2106 2.1664
H26 1.5412 0.3524 -0.6706
H27 4.0397 -0.8547 0.1322
H28 4.2679 -0.5571 -2.3255
H29 3.8536 1.0996 -2.0495
H30 1.3442 -0.1250 -2.7626
H31 3.6871 -0.8215 -4.5706
H32 2.0995 -0.3099 -5.2176
H33 2.1856 -1.7180 -4.2107
H34 4.3919 4.0745 0.3133
H35 4.1604 3.6472 2.0456
H36 2.9827 4.6449 1.1441
H37 0.0663 -2.8905 -0.9258
H38 2.7053 -3.5308 -2.5460
H39 3.0864 -3.9183 0.0103
Al1 -5.9036 1.7268 -1.1317

=====

A molecular structure, C6H11NO in a non-equilibrium geometry, computed with ωB97M-V with the def2-TZVPD basis set.

- Maximum force: 5.39 eV Å⁻¹
- Charge: 0
- Electronic energy: -9934.57559 eV

Element x y z (Å)
C1 -2.1778 0.5769 -0.5807
C2 -1.4113 0.0401 0.5893
C3 0.1395 -1.2588 -0.1310
N1 -2.0060 -0.2964 1.6600
O1 -0.0404 -1.5422 -1.3103
H1 -1.3738 -0.6662 2.3747
H2 -0.0073 -1.9155 0.7309
H3 -1.5985 0.5187 -1.5024
H4 -2.4320 1.6257 -0.4009
H5 -3.1009 0.0097 -0.7117
C4 2.2500 0.0668 -0.9237
C5 1.3830 -0.2261 0.2840
C6 0.3895 0.7461 0.7015
H6 1.9423 -0.6596 1.1124
H7 2.9862 -0.7290 -1.0610
H8 1.6786 0.1327 -1.8499
H9 2.7868 1.0121 -0.8069
H10 0.2753 1.6157 0.0597
H11 0.3169 0.9494 1.7659

=====

C6H8N4 in the gas phase in a non-equilibrium geometry, computed with ωB97M-V with the def2-TZVPD basis set.

- Maximum force: 6.73 eV Å⁻¹
- Charge: 0
- Electronic energy: -12303.06604 eV

Element x y z (Å)
C1 -1.2577 -1.4920 0.9042
C2 1.6927 -1.5373 -0.1974
C3 -2.1328 1.2135 -0.2696
C4 0.3996 1.6423 -0.3469
C5 2.4865 -0.2162 -0.2177
C6 -0.9010 0.7981 -0.1432
N1 2.2709 0.7637 0.4872
N2 -0.5605 -0.5508 0.2080
N3 0.5566 -0.8093 -0.5168
N4 1.3568 1.5653 0.7358
H1 -0.9976 -2.4569 1.0986
H2 -2.3024 -1.1438 1.1473
H3 1.9054 -2.2755 -0.9558
H4 1.8631 -2.0825 0.6747
H5 -2.9412 0.3599 -0.2291
H6 -2.3454 2.2357 -0.5768
H7 0.8549 1.2661 -1.3361
H8 0.0521 2.7197 -0.4664

=====

2 unconnected molecules or ions with the total composition C3H4ClFN3O2 in a non-equilibrium geometry, computed with ωB97M-V with the def2-TZVPD basis set.

- Maximum force: 2.89 eV Å⁻¹
- Charge: -1
- Electronic energy: -26979.53104 eV

Element x y z (Å)
C1 -0.0022 0.1239 1.0724
H1 2.2040 -1.2736 -0.9041
Cl1 -1.6245 0.5326 2.1215
C2 -0.2624 -0.0749 -0.3500
H2 0.2548 -0.8360 1.5306
C3 0.9527 1.1383 1.4968
N1 1.7590 1.8442 1.9268
N2 -0.5753 1.0900 -1.1125
O1 -1.1760 0.9439 -2.1795
O2 -0.2045 2.1926 -0.7115
N3 -0.9876 -1.2520 -0.6557
H3 -0.7369 -1.6315 -1.5598
H4 -1.9950 -1.1013 -0.6439
F1 2.3940 -1.6962 -0.0310

=====

2 unconnected molecules or ions with the total composition C4H12O in a non-equilibrium geometry, computed with ωB97M-V with the def2-TZVPD basis set.

- Structure (SMILES): CCO.CC
- Maximum force: 3.14 eV Å⁻¹
- Charge: 0
- Electronic energy: -6388.59828 eV

Element x y z (Å)
C1 2.1930 1.3407 1.6238
C2 1.2669 1.1656 0.3792
O1 0.5357 -0.0319 0.3590
H1 2.0607 2.3943 1.9764
H2 3.2068 1.1773 1.3594
H3 1.8673 0.8163 2.5236
H4 0.5576 1.9772 0.1201
H5 1.9768 1.1694 -0.4518
H6 0.6860 -0.6213 1.1010
C3 -1.7236 -0.6361 -0.7222
C4 -2.1769 -1.7880 -1.6198
H7 -1.3616 -1.0193 0.2077
H8 -1.0442 0.0585 -1.2385
H9 -2.5536 0.0337 -0.5246
H10 -2.6971 -2.5880 -1.0921
H11 -1.3641 -2.0613 -2.3382
H12 -2.7974 -1.3531 -2.4415

=====

C24H21Cl2N5O2 in the gas phase, computed with ωB97M-V with the def2-TZVPD basis set.

- Structure (SMILES): Cc1[nH][nH]c(=O)c1C(c1c(C)[nH][nH]c1=O)c1cn(Cc2ccc(Cl)c(Cl)c2)c2ccccc12
- Maximum force: 0.60 eV Å⁻¹
- Charge: 0
- Electronic energy: -61819.61480 eV

Element x y z (Å)
C1 0.8912 2.2861 -0.4614
C2 -0.2891 2.6934 0.3418
N1 -0.4258 4.0238 0.6880
N2 -1.5362 4.1157 1.5220
C3 -2.2406 2.9254 1.4845
O1 -3.3557 2.7666 1.9497
C4 -1.3684 1.9962 0.7849
C5 -1.7984 0.5742 0.5691
C6 -2.2375 0.3923 -0.8589
C7 -3.4953 0.5501 -1.3504
C8 -4.7401 0.9699 -0.6585
N3 -3.5253 0.1787 -2.6766
N4 -2.2035 -0.0164 -3.0637
C9 -1.3760 -0.0164 -1.9529
O2 -0.1865 -0.2854 -2.0008
C10 -0.7613 -0.4501 0.9101
C11 0.4596 -0.2755 1.4816
N5 1.1330 -1.4700 1.5692
C12 2.5329 -1.5537 1.8657
C13 3.3741 -0.8486 0.8223
C14 2.9136 -0.6782 -0.4779
C15 3.6853 -0.0090 -1.4098
C16 4.9289 0.4922 -1.0597
Cl1 5.8804 1.3352 -2.2250
C17 5.3999 0.3155 0.2375
Cl2 6.9443 0.9310 0.6990
C18 4.6218 -0.3489 1.1709
C19 0.3452 -2.4456 1.0225
C20 0.5718 -3.8064 0.8559
C21 -0.4352 -4.5627 0.2966
C22 -1.6490 -3.9867 -0.0847
C23 -1.8810 -2.6392 0.0740
C24 -0.8751 -1.8468 0.6240
H1 1.7888 2.2370 0.1555
H2 1.0668 3.0143 -1.2513
H3 0.7243 1.3094 -0.9062
H4 0.3864 4.5683 0.9511
H5 -1.9753 5.0152 1.6480
H6 -2.6760 0.4235 1.2122
H7 -5.3668 1.5647 -1.3202
H8 -5.3120 0.0960 -0.3463
H9 -4.4990 1.5550 0.2262
H10 -4.1254 0.6560 -3.3378
H11 -2.0120 -0.5544 -3.8950
H12 0.9163 0.6194 1.8560
H13 2.8180 -2.6089 1.9129
H14 2.7286 -1.1095 2.8491
H15 1.9435 -1.0442 -0.7773
H16 3.3149 0.1304 -2.4123
H17 4.9984 -0.4710 2.1752
H18 1.5045 -4.2658 1.1503
H19 -0.2862 -5.6227 0.1514
H20 -2.4159 -4.6170 -0.5118
H21 -2.8241 -2.2023 -0.2190

=====

C4H9NOS in the gas phase in a non-equilibrium geometry, computed with ωB97M-V with the def2-TZVPD basis set.

- Structure (SMILES): N[C@@H](C=O)CCS
- Maximum force: 3.37 eV Å⁻¹
- Charge: 0
- Electronic energy: -18665.35059 eV

Element x y z (Å)
N1 -1.0068 1.3621 -0.1492
C1 -0.7303 0.0095 0.4415
C2 -1.9818 -0.7662 0.5811
O1 -2.7953 -0.7488 -0.3412
C3 0.3190 -0.7729 -0.4397
C4 1.6784 -0.0269 -0.5963
S1 2.5748 0.2999 0.9854
H1 -0.0689 1.9738 -0.1900
H2 -1.3051 1.2550 -1.2155
H3 -0.3837 0.2369 1.4840
H4 -2.1974 -1.3679 1.5297
H5 0.4907 -1.6822 0.0546
H6 -0.2477 -0.9376 -1.4052
H7 1.6478 0.9655 -1.1885
H8 2.4625 -0.6362 -1.2231
H9 1.5437 0.8359 1.6724

=====

11 unconnected molecules or ions with the total composition C58H149N11O18 in a non-equilibrium geometry, computed with ωB97M-V with the def2-TZVPD basis set.

- Structure (SMILES): COC[C@H](C)N.COC[C@H](C)N.COC[C@H](C)N.COC[C@H](C)N.COCCNCCOC.COCCNCCOC.COCCNCCOC.COCCNCCOC.COCCNCCOC.COCCNCCOC.COCCNCCOC
- Maximum force: 3.66 eV Å⁻¹
- Charge: 0
- Electronic energy: -115790.56839 eV

Element x y z (Å)
C1 -6.0415 -10.5933 -0.2776
O1 -5.6434 -9.5309 -1.1712
C2 -4.8548 -8.5645 -0.4533
C3 -5.6174 -7.5985 0.5267
C4 -6.8063 -6.9270 -0.0931
N1 -4.7623 -6.5887 1.0881
H1 -7.0001 -10.2783 0.1347
H2 -5.3303 -10.7901 0.5247
H3 -6.0424 -11.4916 -0.8949
H4 -4.0107 -9.0729 0.0124
H5 -4.3715 -7.9498 -1.2126
H6 -6.0499 -8.2292 1.3033
H7 -7.3356 -6.3134 0.6358
H8 -7.5146 -7.6226 -0.5431
H9 -6.4951 -6.3124 -0.9378
H10 -4.0631 -7.1649 1.5346
H11 -5.2343 -6.1916 1.8879
C5 -0.3091 1.0818 1.3503
O2 0.3179 0.2006 0.3460
C6 -0.0227 -1.1696 0.5101
C7 0.1992 -1.9751 -0.7859
C8 -0.8355 -1.6759 -1.8604
N2 -0.0549 -3.3717 -0.4580
H12 0.1079 2.0858 1.2726
H13 0.0242 0.7527 2.3345
H14 -1.3951 1.0820 1.2559
H15 0.5519 -1.5343 1.3615
H16 -1.0495 -1.2656 0.8630
H17 1.2293 -1.8078 -1.1004
H18 -1.8266 -1.9326 -1.4864
H19 -0.7466 -2.2192 -2.8011
H20 -0.9828 -0.6328 -2.1403
H21 -1.0089 -3.4335 -0.1323
H22 0.4424 -3.6100 0.3882
C9 9.3840 1.7138 -5.6388
O3 8.1635 2.0231 -5.0611
C10 8.1756 1.9271 -3.6690
C11 6.8364 2.5489 -3.1557
C12 6.7128 4.0960 -3.2990
N3 6.6001 2.2537 -1.7283
H23 9.6162 0.6595 -5.4884
H24 10.1244 2.3204 -5.1174
H25 9.5131 1.8256 -6.7153
H26 8.2964 0.8793 -3.3943
H27 9.0071 2.5172 -3.2838
H28 6.0697 2.0281 -3.7294
H29 6.8315 4.2983 -4.3635
H30 7.4589 4.6276 -2.7084
H31 5.7200 4.4308 -2.9983
H32 5.6136 2.3226 -1.5230
H33 6.6781 1.2468 -1.7258
C13 2.9610 -8.9403 -8.0583
O4 3.6364 -9.9243 -8.9400
C14 4.9745 -10.3070 -8.5780
C15 5.5442 -11.3432 -9.5764
C16 4.7716 -12.6489 -9.5879
N4 6.8916 -11.6287 -9.2019
H34 3.5899 -8.0577 -7.9421
H35 2.8027 -9.3897 -7.0779
H36 1.9193 -8.7231 -8.2944
H37 5.6505 -9.4523 -8.6026
H38 5.0932 -10.6628 -7.5546
H39 5.4560 -10.9500 -10.5891
H40 5.0568 -13.2229 -10.4695
H41 3.7107 -12.4760 -9.7683
H42 4.8873 -13.2572 -8.6908
H43 7.3898 -10.8309 -8.8337
H44 6.8961 -12.1350 -8.3280
C17 0.6328 -11.1910 -0.5835
O5 1.3060 -11.4664 0.6602
C18 2.5472 -10.7458 0.8078
C19 2.7758 -10.3592 2.2243
N5 1.7287 -9.4269 2.6651
C20 1.7204 -9.2997 4.1119
C21 0.5497 -8.3457 4.4752
O6 -0.6888 -8.9658 4.0862
C22 -1.0631 -10.1226 4.7524
H45 -0.2521 -11.8260 -0.6265
H46 1.2221 -11.3907 -1.4784
H47 0.2757 -10.1612 -0.6010
H48 2.6042 -9.8126 0.2475
H49 3.3811 -11.3772 0.5010
H50 3.7796 -9.9348 2.2067
H51 2.7952 -11.2793 2.8083
H52 0.8425 -9.6567 2.2385
H53 2.6686 -8.8907 4.4608
H54 1.5348 -10.2985 4.5070
H55 0.6477 -7.4087 3.9271
H56 0.5521 -7.9879 5.5048
H57 -0.6001 -10.9907 4.2832
H58 -2.1392 -10.2644 4.6524
H59 -0.8527 -10.0376 5.8185
C23 -3.1419 6.7370 4.6793
O7 -2.3380 7.3182 3.7199
C24 -2.7598 8.5534 3.1833
C25 -1.6936 9.0819 2.2204
N6 -0.4524 9.2087 2.9767
C26 0.6791 9.2618 2.0041
C27 2.1506 8.8919 2.5437
O8 2.0476 7.6500 3.2066
C28 3.3101 7.1795 3.7128
H60 -4.1052 6.4093 4.2884
H61 -3.2798 7.5290 5.4154
H62 -2.7113 5.8643 5.1702
H63 -2.9799 9.2942 3.9520
H64 -3.6725 8.3311 2.6305
H65 -1.9734 10.0754 1.8699
H66 -1.7194 8.4016 1.3691
H67 -0.3081 8.3440 3.4783
H68 0.7103 10.2099 1.4672
H69 0.5125 8.5321 1.2118
H70 2.4586 9.6464 3.2676
H71 3.0033 8.8019 1.8709
H72 3.3204 6.1386 4.0363
H73 3.6257 7.8528 4.5097
H74 4.1097 7.2912 2.9805
C29 6.9209 -2.7714 2.5310
O9 7.0672 -1.7300 3.4945
C30 6.5439 -2.1824 4.7685
C31 6.1573 -1.0826 5.7617
N7 7.3321 -0.7544 6.5743
C32 6.9206 -0.2497 7.8671
C33 8.1081 0.4331 8.5572
O10 7.9946 0.0760 9.9310
C34 8.7817 0.8236 10.8660
H75 5.9070 -3.1572 2.4252
H76 7.6093 -3.5405 2.8812
H77 7.1713 -2.3248 1.5687
H78 7.1114 -2.9590 5.2814
H79 5.5575 -2.6205 4.6160
H80 5.3733 -1.4879 6.4013
H81 5.6540 -0.1945 5.3796
H82 7.8891 -0.0282 6.1472
H83 6.6992 -1.0627 8.5587
H84 6.1594 0.5285 7.8122
H85 8.1864 1.5113 8.4181
H86 9.0560 0.0343 8.1960
H87 8.4030 0.5319 11.8456
H88 8.6040 1.8958 10.7836
H89 9.8288 0.5335 10.7793
C35 -2.7930 -8.8828 -12.6909
O11 -3.6085 -7.7180 -12.3710
C36 -3.8554 -6.8627 -13.3990
C37 -4.6727 -5.7118 -12.9223
N8 -3.7986 -4.7236 -12.2987
C38 -4.5887 -3.7775 -11.5211
C39 -3.6893 -2.7550 -10.7885
O12 -3.7984 -2.8490 -9.3910
C40 -5.0382 -2.4012 -8.8612
H90 -1.8429 -8.4909 -13.0538
H91 -3.2605 -9.4543 -13.4927
H92 -2.5677 -9.5438 -11.8540
H93 -4.5293 -7.3561 -14.0995
H94 -2.9260 -6.6252 -13.9166
H95 -5.5091 -6.1485 -12.3766
H96 -5.1442 -5.1669 -13.7401
H97 -3.2012 -5.2477 -11.6753
H98 -5.1963 -4.3138 -10.7922
H99 -5.2522 -3.1786 -12.1448
H100 -3.9672 -1.7246 -11.0101
H101 -2.6649 -2.8820 -11.1385
H102 -4.9104 -1.3326 -8.6881
H103 -5.2044 -2.8619 -7.8874
H104 -5.9091 -2.6120 -9.4818
C41 -7.9786 3.7616 -0.5327
O13 -7.9605 2.3395 -0.2570
C42 -7.3832 2.0130 0.9996
C43 -7.0554 0.5277 1.0308
N9 -6.3953 0.0961 2.2904
C44 -7.4056 -0.0977 3.2747
C45 -6.8027 -0.6716 4.5945
O14 -6.7760 -2.0776 4.5835
C46 -6.2697 -2.5885 5.8931
H105 -8.2674 3.9235 -1.5713
H106 -6.9971 4.2051 -0.3654
H107 -8.7523 4.3043 0.0105
H108 -8.1302 2.3355 1.7249
H109 -6.5412 2.6537 1.2617
H110 -6.3775 0.2667 0.2181
H111 -7.9572 -0.0397 0.8005
H112 -5.9782 -0.8120 2.1435
H113 -8.2765 -0.6702 2.9555
H114 -7.8241 0.8789 3.5180
H115 -7.4587 -0.4043 5.4230
H116 -5.8316 -0.2133 4.7819
H117 -6.9950 -2.3599 6.6740
H118 -5.2463 -2.2657 6.0845
H119 -6.1974 -3.6653 5.7405
C47 2.3185 7.5838 9.7506
O15 2.7683 6.9732 10.9151
C48 2.7918 7.7743 12.0915
C49 3.7690 8.9920 12.0546
N10 3.8718 9.6861 13.3879
C50 5.0512 10.5469 13.3546
C51 5.2052 11.4960 12.0903
O16 5.5897 10.8108 10.8976
C52 5.6248 11.6968 9.8240
H120 2.9100 8.4817 9.5713
H121 1.2829 7.9239 9.7507
H122 2.5029 7.0237 8.8340
H123 3.0903 7.1420 12.9277
H124 1.7724 8.0352 12.3758
H125 3.4023 9.6358 11.2552
H126 4.7703 8.6183 11.8401
H127 3.9039 9.0609 14.1805
H128 5.9055 9.8745 13.4328
H129 5.1505 11.1549 14.2539
H130 5.9784 12.2398 12.2828
H131 4.2872 12.0707 11.9679
H132 6.2517 12.5593 10.0501
H133 4.6469 12.1395 9.6351
H134 6.0536 11.2183 8.9435
C53 -3.4613 6.9938 -4.7853
O17 -3.9186 8.2219 -5.4360
C54 -4.6590 8.0177 -6.6596
C55 -5.0365 9.3135 -7.4054
N11 -5.9139 10.1389 -6.5866
C56 -6.2449 11.4872 -7.1198
C57 -7.2966 12.2799 -6.3191
O18 -6.6214 12.5997 -5.0437
C58 -7.3305 13.4568 -4.2195
H135 -2.8649 7.1881 -3.8939
H136 -2.7631 6.4863 -5.4510
H137 -4.2742 6.3094 -4.5427
H138 -5.5811 7.5221 -6.3559
H139 -4.2270 7.3927 -7.4411
H140 -5.6076 9.0132 -8.2839
H141 -4.1603 9.8343 -7.7916
H142 -5.4940 10.2252 -5.6721
H143 -6.5698 11.3679 -8.1533
H144 -5.3261 12.0662 -7.2132
H145 -8.1238 11.5801 -6.2006
H146 -7.6365 13.1336 -6.9055
H147 -6.7494 13.5693 -3.3041
H148 -8.3423 13.0806 -4.0690
H149 -7.2082 14.4532 -4.6442

=====

A molecular structure, C6H15N2O9PSn in a non-equilibrium geometry, computed with ωB97M-V with the def2-TZVPD basis set.

- Maximum force: 6.51 eV Å⁻¹
- Charge: -2
- Electronic energy: -42985.27885 eV

Element x y z (Å)
Sn1 -15.2620 -6.5086 5.8312
P1 -12.7156 -4.9868 3.9025
O1 -11.5247 -5.3433 3.0386
O2 -14.0258 -5.5008 3.2518
O3 -12.7917 -3.4516 3.7603
O4 -12.5494 -5.6411 5.2983
N1 -15.9562 -8.1335 2.4170
O5 -16.3810 -8.0832 1.2704
O6 -14.8977 -8.5617 2.6621
O7 -16.5279 -7.6131 3.3666
C1 -15.9359 -3.6988 8.4216
O8 -16.2919 -5.1071 8.4530
C2 -17.4327 -5.4265 9.2398
C3 -17.5943 -6.9065 9.0803
N2 -17.7361 -7.4603 7.7113
C4 -17.6011 -8.9619 7.4672
C5 -16.2719 -9.5415 8.0353
O9 -15.2041 -9.1089 7.1651
C6 -14.7869 -10.0156 6.1078
H1 -16.2989 -3.2533 9.3478
H2 -16.6778 -3.2671 7.7497
H3 -14.9069 -3.5090 8.1162
H4 -18.3062 -4.7896 9.1008
H5 -17.1453 -5.2158 10.2699
H6 -18.4430 -7.2630 9.6640
H7 -16.7071 -7.2933 9.5816
H8 -18.4616 -6.9530 7.2252
H9 -17.5754 -9.1644 6.3965
H10 -18.4824 -9.4544 7.8780
H11 -16.3792 -10.6203 7.9222
H12 -16.1126 -9.0735 9.0067
H13 -13.7393 -9.9543 5.8128
H14 -15.4267 -9.9296 5.2295
H15 -14.8096 -11.0511 6.4475